Record 1
{
  "formula": "CH2N2S2",
  "method": "ωB97M-V/def2-TZVPD",
  "symbols": ["N", "C", "S", "H", "N", "S", "H"],
  "positions_angstrom": [[-1.340, -1.542, -0.013], [-1.715, -0.441, 0.320], [-1.694, 1.079, 0.520], [-1.919, -2.360, -0.162], [1.799, -1.123, -0.881], [1.129, -1.695, 0.348], [2.397, -0.245, -0.820]],
  "relative_energy_kj_mol": 187.8,
  "smiles": "N=C=S.N=S",
  "homo_lumo_gap_ev": [7.182, 7.182],
  "lumo_ev": [-0.63, -0.62]
}

Record 2
{
  "formula": "C49H52Cl5N5O3STa",
  "method": "ωB97M-V/def2-TZVPD",
  "symbols": ["Ta", "Cl", "C", "C", "C", "Cl", "C", "Cl", "C", "Cl", "C", "Cl", "C", "O", "C", "C", "C", "C", "C", "C", "N", "N", "C", "C", "C", "C", "O", "C", "N", "C", "C", "C", "C", "H", "H", "H", "H", "H", "H", "H", "H", "H", "H", "H", "H", "C", "C", "C", "C", "C", "C", "C", "C", "C", "C", "C", "C", "C", "C", "H", "H", "H", "H", "H", "H", "H", "H", "H", "H", "H", "C", "C", "C", "C", "N", "C", "S", "N", "C", "C", "C", "C", "H", "H", "H", "H", "H", "H", "H", "H", "H", "H", "H", "H", "H", "H", "H", "H", "H", "H", "H", "H", "C", "C", "C", "C", "O", "H", "H", "H", "H", "H", "H", "H", "H", "H"],
  "positions_angstrom": [[0.429, 0.510, 0.732], [0.005, 2.389, -2.479], [0.707, 3.249, -1.151], [0.924, 2.591, 0.053], [1.721, 3.251, 0.968], [2.311, 2.279, 2.307], [2.143, 4.566, 0.836], [3.080, 5.319, 2.058], [1.787, 5.248, -0.327], [2.237, 6.889, -0.526], [1.106, 4.571, -1.344], [0.765, 5.381, -2.819], [-0.782, -7.055, -1.081], [0.186, -7.410, -0.104], [1.379, -6.775, -0.142], [1.719, -5.794, -1.071], [2.963, -5.179, -1.001], [3.875, -5.554, -0.023], [3.550, -6.581, 0.862], [2.304, -7.167, 0.827], [5.218, -5.067, 0.098], [5.526, -3.876, -0.009], [4.553, -2.835, -0.165], [4.645, -2.016, -1.260], [3.777, -0.922, -1.448], [2.834, -0.646, -0.494], [1.966, 0.373, -0.534], [2.764, -1.447, 0.660], [1.795, -1.077, 1.554], [1.652, -1.793, 2.651], [2.493, -2.871, 2.961], [3.470, -3.243, 2.078], [3.614, -2.542, 0.861], [-1.649, -7.677, -0.881], [-0.414, -7.255, -2.090], [-1.054, -6.000, -0.998], [1.029, -5.498, -1.850], [3.218, -4.428, -1.736], [4.297, -6.912, 1.573], [2.033, -7.956, 1.516], [5.406, -2.230, -2.000], [3.855, -0.295, -2.325], [0.842, -1.514, 3.307], [2.344, -3.402, 3.890], [4.127, -4.072, 2.307], [-1.108, -4.789, -4.015], [0.086, -4.104, -4.192], [0.386, -3.018, -3.384], [-0.486, -2.619, -2.371], [-1.685, -3.312, -2.204], [-1.995, -4.384, -3.026], [-0.118, -1.452, -1.545], [-0.363, -1.257, -0.240], [-0.944, -2.306, 0.643], [-2.112, -2.115, 1.379], [-2.592, -3.114, 2.215], [-1.904, -4.312, 2.344], [-0.728, -4.507, 1.631], [-0.254, -3.512, 0.790], [-1.354, -5.626, -4.656], [0.775, -4.406, -4.970], [1.309, -2.469, -3.533], [-2.381, -3.000, -1.436], [-2.936, -4.905, -2.897], [0.432, -0.687, -2.087], [-2.641, -1.176, 1.290], [-3.507, -2.955, 2.772], [-2.280, -5.088, 2.998], [-0.182, -5.437, 1.725], [0.662, -3.667, 0.231], [-3.839, 5.977, -2.113], [-3.637, 5.391, -0.723], [-2.265, 4.742, -0.577], [-2.004, 4.141, 0.798], [-3.011, 3.148, 1.186], [-3.201, 1.967, 0.581], [-2.020, 1.065, -0.278], [-4.452, 1.495, 0.621], [-4.960, 0.202, 0.156], [-6.164, 0.373, -0.767], [-5.824, 0.738, -2.212], [-5.110, 2.072, -2.407], [-4.822, 6.435, -2.216], [-3.747, 5.202, -2.876], [-3.089, 6.741, -2.326], [-4.420, 4.648, -0.535], [-3.756, 6.173, 0.034], [-1.490, 5.489, -0.769], [-2.141, 3.964, -1.337], [-2.028, 4.912, 1.570], [-1.027, 3.670, 0.841], [-3.826, 3.526, 1.650], [-5.170, 2.158, 0.879], [-5.226, -0.392, 1.033], [-4.155, -0.311, -0.365], [-6.852, 1.112, -0.340], [-6.710, -0.573, -0.764], [-6.756, 0.748, -2.781], [-5.216, -0.064, -2.640], [-5.650, 2.889, -1.919], [-5.044, 2.316, -3.467], [-4.090, 2.053, -2.018], [-0.836, 2.585, 3.872], [-0.845, 1.069, 3.735], [0.078, 0.443, 4.769], [-2.257, 0.517, 3.871], [-0.392, 0.741, 2.405], [0.173, 2.985, 3.781], [-1.228, 2.864, 4.851], [-1.467, 3.032, 3.109], [-0.162, 0.845, 5.754], [1.123, 0.669, 4.556], [-0.064, -0.636, 4.824], [-2.651, 0.760, 4.859], [-2.257, -0.566, 3.752], [-2.914, 0.956, 3.119]],
  "relative_energy_kj_mol": 0.0,
  "homo_lumo_gap_ev": 6.592,
  "charge": 1,
  "lumo_ev": -3.55
}

Record 3
{
  "formula": "C28H38N4RhS3",
  "method": "ωB97M-V/def2-TZVPD",
  "symbols": ["Rh", "C", "C", "C", "C", "C", "C", "C", "N", "C", "C", "C", "C", "C", "C", "C", "N", "C", "C", "C", "C", "H", "H", "H", "H", "H", "H", "H", "H", "H", "H", "H", "H", "H", "H", "H", "H", "H", "H", "H", "H", "H", "H", "H", "H", "C", "C", "N", "C", "C", "S", "C", "C", "S", "C", "N", "C", "H", "H", "H", "H", "H", "H", "H", "H", "C", "S", "C", "H", "H", "H", "H", "H", "H"],
  "positions_angstrom": [[-1.350, 1.384, -0.500], [5.590, 0.451, -1.711], [4.690, -0.489, -0.912], [4.691, -1.877, -1.576], [5.223, -0.600, 0.528], [3.260, 0.011, -0.853], [2.835, 1.193, -1.459], [1.517, 1.584, -1.365], [0.600, 0.865, -0.707], [0.976, -0.289, -0.101], [2.281, -0.721, -0.165], [-0.109, -1.015, 0.596], [0.081, -2.199, 1.262], [-0.985, -2.863, 1.891], [-2.240, -2.258, 1.787], [-2.377, -1.073, 1.108], [-1.346, -0.431, 0.525], [-0.749, -4.167, 2.622], [-0.184, -5.187, 1.617], [0.281, -3.911, 3.739], [-2.032, -4.721, 3.237], [6.602, 0.050, -1.725], [5.645, 1.446, -1.264], [5.266, 0.545, -2.750], [5.715, -2.246, -1.624], [4.302, -1.834, -2.594], [4.109, -2.608, -1.011], [6.252, -0.958, 0.497], [4.651, -1.308, 1.129], [5.221, 0.368, 1.031], [3.522, 1.819, -2.008], [1.177, 2.500, -1.829], [2.558, -1.643, 0.324], [1.068, -2.635, 1.303], [-3.115, -2.711, 2.227], [-3.350, -0.615, 0.995], [0.774, -4.873, 1.200], [-0.880, -5.370, 0.797], [-0.018, -6.132, 2.132], [1.244, -3.580, 3.348], [0.452, -4.843, 4.277], [-0.080, -3.172, 4.455], [-2.787, -4.946, 2.480], [-2.460, -4.041, 3.976], [-1.806, -5.654, 3.750], [-0.548, 3.317, 2.175], [-0.667, 3.953, 0.833], [-0.953, 3.322, -0.288], [-1.006, 4.151, -1.401], [-0.754, 5.442, -1.109], [-0.441, 5.618, 0.566], [-1.312, 3.409, -2.613], [-1.456, 3.714, -3.920], [-1.803, 2.298, -4.820], [-1.752, 1.333, -3.426], [-1.486, 2.058, -2.356], [-1.973, -0.140, -3.419], [-0.682, 2.237, 2.112], [-1.298, 3.722, 2.856], [0.432, 3.517, 2.608], [-0.730, 6.290, -1.776], [-1.376, 4.678, -4.398], [-2.257, -0.495, -4.407], [-2.769, -0.402, -2.719], [-1.058, -0.657, -3.122], [-4.608, 2.789, -1.366], [-3.689, 1.691, -0.273], [-4.435, 1.953, 1.349], [-4.740, 3.768, -0.912], [-5.569, 2.321, -1.565], [-4.051, 2.885, -2.295], [-5.388, 1.430, 1.365], [-4.576, 3.015, 1.540], [-3.767, 1.537, 2.101]],
  "relative_energy_kj_mol": 0.0,
  "homo_lumo_gap_ev": 7.029,
  "charge": 3,
  "lumo_ev": -10.64
}

Record 4
{
  "formula": "C36H41BCl5F2KN3O4SbSe2",
  "method": "ωB97M-V/def2-TZVPD",
  "symbols": ["K", "C", "Se", "C", "C", "Se", "C", "H", "H", "H", "H", "H", "H", "H", "H", "H", "H", "Cl", "C", "C", "C", "Cl", "C", "Cl", "C", "Cl", "C", "Cl", "C", "O", "C", "C", "C", "C", "C", "C", "N", "C", "N", "C", "C", "C", "C", "C", "C", "O", "C", "N", "C", "C", "C", "C", "C", "C", "O", "C", "H", "H", "H", "H", "H", "H", "H", "H", "H", "H", "H", "H", "H", "H", "H", "H", "H", "H", "H", "H", "H", "H", "O", "C", "F", "B", "F", "C", "Sb", "C", "C", "H", "H", "H", "H", "H", "H", "H", "H", "H"],
  "positions_angstrom": [[0.419, 0.061, -0.378], [-2.534, -4.322, 3.064], [-0.833, -3.511, 2.579], [-0.805, -2.236, 4.050], [-1.788, -1.089, 3.910], [-1.388, 0.269, 2.564], [-4.663, 0.012, 2.682], [-2.460, -4.796, 4.042], [-2.753, -5.072, 2.307], [-3.329, -3.578, 3.062], [0.227, -1.892, 4.113], [-1.013, -2.791, 4.968], [-1.924, -0.566, 4.856], [-2.787, -1.379, 3.576], [-5.475, -0.706, 2.461], [-4.898, 0.929, 2.114], [-4.759, 0.278, 3.752], [0.108, -2.541, -3.981], [1.508, -2.870, -2.965], [1.457, -2.510, -1.632], [2.588, -2.814, -0.910], [2.643, -2.342, 0.800], [3.708, -3.470, -1.421], [5.053, -3.930, -0.423], [3.723, -3.777, -2.778], [5.114, -4.539, -3.486], [2.616, -3.466, -3.566], [2.653, -3.826, -5.269], [7.315, 5.008, -2.500], [6.016, 4.744, -2.030], [4.979, 4.927, -2.915], [5.119, 5.489, -4.173], [4.006, 5.603, -5.003], [2.778, 5.136, -4.569], [2.636, 4.562, -3.310], [3.733, 4.472, -2.463], [3.693, 3.919, -1.169], [2.544, 3.285, -0.650], [1.506, 4.151, -0.461], [0.211, 3.746, -0.046], [-0.479, 2.799, -0.799], [-1.760, 2.447, -0.369], [-2.324, 3.002, 0.770], [-1.624, 3.960, 1.495], [-0.353, 4.335, 1.080], [0.430, 5.265, 1.730], [-0.173, 5.974, 2.785], [2.506, 2.056, -0.308], [3.610, 1.233, -0.612], [4.442, 0.772, 0.393], [5.473, -0.122, 0.110], [5.651, -0.579, -1.182], [4.807, -0.148, -2.205], [3.801, 0.766, -1.928], [2.927, 1.255, -2.831], [2.720, 0.535, -4.031], [7.994, 4.735, -1.696], [7.451, 6.067, -2.740], [7.547, 4.411, -3.388], [6.084, 5.834, -4.518], [4.116, 6.041, -5.987], [1.912, 5.188, -5.217], [1.675, 4.145, -3.009], [4.547, 3.435, -0.929], [1.782, 5.096, -0.252], [-2.324, 1.720, -0.946], [-3.292, 2.666, 1.122], [-2.066, 4.382, 2.388], [0.528, 6.756, 3.074], [-0.363, 5.329, 3.648], [-1.117, 6.430, 2.474], [4.242, 1.094, 1.409], [6.100, -0.495, 0.910], [6.422, -1.306, -1.402], [4.927, -0.542, -3.206], [1.862, 1.003, -4.506], [2.483, -0.512, -3.817], [3.595, 0.590, -4.688], [0.069, 1.292, -2.574], [0.015, 2.489, -2.332], [0.804, 0.483, 4.462], [0.310, 0.837, 3.262], [1.070, 1.691, 2.572], [-3.827, -2.131, -3.463], [-2.937, -1.156, -1.747], [-4.788, -0.354, -1.002], [-3.052, -2.898, -0.505], [-4.726, -2.665, -3.149], [-3.113, -2.839, -3.886], [-4.090, -1.398, -4.225], [-5.562, -1.124, -1.017], [-5.111, 0.493, -1.608], [-4.637, -0.037, 0.034], [-3.985, -3.433, -0.691], [-3.033, -2.547, 0.525], [-2.196, -3.549, -0.683]],
  "relative_energy_kj_mol": 94.8,
  "homo_lumo_gap_ev": 4.149,
  "charge": -2,
  "lumo_ev": 3.62
}

Record 5
{
  "formula": "C17H40AsCrN5OSSi2",
  "method": "ωB97M-V/def2-TZVPD",
  "symbols": ["Cr", "N", "C", "C", "N", "C", "C", "N", "C", "C", "N", "H", "H", "H", "H", "H", "H", "H", "H", "H", "H", "H", "H", "H", "H", "H", "H", "H", "H", "O", "N", "C", "C", "C", "C", "C", "S", "H", "H", "H", "H", "C", "Si", "C", "C", "As", "Si", "C", "C", "C", "H", "H", "H", "H", "H", "H", "H", "H", "H", "H", "H", "H", "H", "H", "H", "H", "H", "H"],
  "positions_angstrom": [[0.980, 0.367, 0.813], [1.134, 0.095, 3.065], [2.284, 0.840, 3.618], [2.636, 1.987, 2.678], [2.824, 1.513, 1.297], [4.031, 0.668, 1.180], [3.805, -0.341, 0.066], [2.545, -1.039, 0.364], [2.981, 2.667, 0.389], [1.645, 3.026, -0.227], [1.143, 1.799, -0.861], [0.294, 0.565, 3.407], [1.106, -0.831, 3.492], [3.127, 0.158, 3.745], [2.066, 1.250, 4.609], [3.534, 2.499, 3.042], [1.811, 2.704, 2.666], [4.212, 0.128, 2.109], [4.922, 1.270, 0.981], [4.655, -1.028, 0.004], [3.699, 0.148, -0.906], [2.716, -1.638, 1.174], [2.355, -1.685, -0.406], [3.657, 2.388, -0.422], [3.421, 3.518, 0.914], [1.768, 3.842, -0.946], [0.928, 3.334, 0.536], [1.777, 1.550, -1.622], [0.253, 2.020, -1.311], [-0.537, 1.712, 1.391], [-1.736, 1.348, 1.766], [-2.580, 2.273, 2.267], [-3.852, 1.935, 2.669], [-4.294, 0.624, 2.536], [-3.418, -0.315, 2.012], [-2.138, 0.063, 1.650], [-0.927, -1.161, 1.183], [-2.180, 3.274, 2.350], [-4.495, 2.692, 3.088], [-5.284, 0.329, 2.849], [-3.704, -1.348, 1.895], [-1.350, 0.908, -3.768], [-2.380, 0.234, -2.307], [-3.526, -1.231, -2.699], [-3.210, 1.598, -1.264], [-0.440, -0.800, -0.954], [-0.181, -3.254, -1.725], [1.334, -3.969, -0.807], [0.126, -2.868, -3.569], [-1.771, -4.150, -1.190], [-1.922, 0.838, -4.688], [-0.431, 0.337, -3.916], [-1.094, 1.958, -3.653], [-4.326, -0.894, -3.355], [-4.000, -1.640, -1.807], [-3.007, -2.032, -3.220], [-3.973, 2.077, -1.869], [-2.524, 2.381, -0.952], [-3.717, 1.204, -0.388], [2.277, -3.645, -1.235], [1.324, -5.052, -0.896], [1.315, -3.752, 0.259], [0.853, -2.063, -3.689], [-0.785, -2.572, -4.084], [0.515, -3.737, -4.090], [-1.829, -4.251, -0.107], [-1.760, -5.157, -1.601], [-2.683, -3.670, -1.534]],
  "relative_energy_kj_mol": 0.0,
  "homo_lumo_gap_ev": [7.692, 8.021],
  "charge": 3,
  "spin_multiplicity": 2,
  "lumo_ev": [-10.00, -9.17]
}

Number 1: energy -25717.2645 eV. Number 2: energy -140246.2745 eV. Number 3: energy -71104.5988 eV. Number 4: energy -272936.4698 eV. Number 5: energy -143604.2110 eV.